A 2-piece molecular cluster, C44H34F15O2Si overall, computed with ωB97M-V with the def2-TZVPD basis set.

The value obtained for the molar mass is 907.8 g mol⁻¹. The strongest force on any atom comes out at 3.79 eV/A. Its net charge is +1. The total energy comes out at -3634.72053 Eh.

```
96
C44H34F15O2Si (ωB97M-V with the def2-TZVPD basis set)
F 5.68251 0.52427 -3.56316
C -0.29691 -3.14059 0.51554
C -3.63624 2.61002 2.12718
H -2.80892 -1.39094 1.06729
H 2.87713 -1.12857 4.09855
C 0.74246 4.02393 2.01541
C -1.15680 -2.17300 -5.72005
H -0.08301 1.73531 1.17258
H -1.49514 0.57748 5.35767
C 2.39568 -4.23362 -4.19223
F -0.99116 -3.87184 -3.02153
H -4.83213 4.38130 2.26817
C -2.44378 0.20454 -5.15624
H -4.28799 3.50188 0.30260
C -5.31303 4.51342 4.97302
H -2.59470 -0.58323 4.55963
F 3.65583 -6.21906 -4.58238
C -2.53733 0.39646 5.04962
C 2.56233 -5.61297 -4.07943
C -3.08360 1.52223 4.21486
F 3.57025 -0.79292 -2.47584
H -4.71956 5.04734 5.72348
F 1.51334 -0.99300 -6.75048
F 3.34097 -3.53788 -4.88101
H -3.12212 0.32143 5.97883
H -5.75872 5.24229 4.29101
F -4.17210 -0.37770 -6.67774
H -4.15543 -0.39182 1.61602
H 3.16773 4.56800 2.96439
C 4.62417 0.53671 -5.68876
H 0.59113 3.80054 0.95166
C -0.58978 -1.33348 -4.75689
H -4.04561 1.76165 0.15639
C -0.76825 0.16379 2.46900
F -0.49137 -3.29228 -6.10534
C -3.14329 -0.72969 1.87638
C 5.12494 3.23108 4.24209
C -2.34736 -1.86843 -6.37498
C 2.23565 0.82377 3.52949
C 1.25443 -3.57169 -3.72577
C 1.68455 3.05502 2.65832
C 0.38986 -5.77238 -3.05882
C 0.19862 1.19801 2.08659
C 1.13898 -2.81535 0.90636
C 2.40590 -0.79842 -4.54769
C -3.01524 -0.68464 -6.06409
C 3.54706 0.16138 -6.49117
C -1.22570 -0.10896 -4.56392
H -2.65434 2.86401 0.19579
C 0.55908 -1.69056 -1.00215
Si 0.96285 -1.72863 -3.81061
H 5.71591 2.47157 4.76502
H -0.71840 0.01209 3.55642
O -0.50882 -2.44342 -0.76384
H 1.76471 -3.67340 0.59948
F -0.61275 -6.50395 -2.53627
H 1.57100 -1.12974 2.92138
H 5.70553 3.61409 3.38800
F 3.57942 0.39984 -7.81730
H -3.82145 2.47565 5.98390
F -2.83524 -2.67947 -7.33429
C 0.24376 -4.40027 -3.23100
C -3.64831 2.67362 0.62247
C 1.55670 -6.38775 -3.50333
C 1.95342 -0.61369 3.80445
H 2.34617 -1.04808 0.03246
F -3.03673 1.38411 -4.89556
C -3.78154 2.52357 4.89350
C 3.51192 -0.42109 -3.78446
H 4.15097 0.67620 4.49636
H -6.12718 4.00528 5.50631
H -3.19724 -1.29224 2.81613
C -4.46103 3.53885 4.22087
C 2.47363 -0.50938 -5.91483
H 1.23836 -0.75339 4.62707
F -0.58831 0.85965 -3.85310
F 5.70107 1.12541 -6.23807
H -0.23975 4.02188 2.51142
C -2.23470 0.49930 2.00607
C 1.33487 1.66193 2.77641
C -4.34424 3.58300 2.83100
H -2.12249 0.88621 0.98489
H 1.15975 5.03718 2.07026
C 3.80295 2.68050 3.79622
C -2.95047 1.58811 2.81325
H -1.01849 -2.73189 1.23426
H 4.96693 4.07146 4.93145
F 1.67610 -7.72581 -3.45206
C 3.44462 1.33937 3.98451
C 1.42808 -1.62767 0.09354
H -0.49406 -0.79767 1.99209
O 0.67958 -1.15241 -2.18437
C 4.61032 0.23620 -4.32667
H -0.49118 -4.21233 0.38393
H 1.26030 -2.70451 1.98577
C 2.90050 3.51883 3.12864
```

Atom charges from the Mulliken analysis, given in e for atoms 1 to 2: -0.282 -0.519